<A>
DFT (ωB97M-V/def2-TZVPD) results for CH3ClN3O as an isolated structure.

Output
Frontier orbital gap   0.335 Eh
HOMO level   -0.586 hartree

The geometry in ORCA input format:
```
! RIJCOSX wB97M-V def2-TZVPD def2/J DEFGRID3
* xyz 1 1
Cl -0.422 1.900 2.533
O 0.443 -2.178 0.490
N 0.819 2.430 0.178
N 0.280 0.348 0.629
N 0.308 1.591 0.863
C -0.225 -0.591 0.022
H 0.104 -2.803 -0.160
H -1.016 -0.755 -0.686
H 0.914 3.394 0.483
*
```

Löwdin atomic charge list, values in e, 8 entries:
1. Cl 0.74
2. O -0.04
3. N 0.26
4. N 0.06
5. N -0.49
6. C 0.14
7. H 0.05
8. H 0.14



<B>
DFT (ωB97M-V/def2-TZVPD) results for an isolated ion of composition CH3ClN3O and charge +1.

Output
Frontier orbital gap   0.365 Eh
HOMO level   -0.594 hartree
SMILES   [H]/N=[N+](Cl)/N=C/O

The geometry in ORCA input format:
```
! RIJCOSX wB97M-V def2-TZVPD def2/J DEFGRID3
* xyz 1 1
Cl -2.580 0.824 0.338
O 1.897 1.100 -0.561
N -0.060 0.286 -0.195
N -1.315 -1.484 -0.258
N -1.161 -0.300 -0.143
C 1.121 0.374 0.218
H 1.559 -0.009 1.189
H 2.815 1.227 -0.412
H -2.277 -2.018 -0.177
*
```

Löwdin atomic charge list, values in e, 8 entries:
1. Cl 0.67
2. O 0.17
3. N 0.08
4. N 0.20
5. N -0.51
6. C -0.11
7. H 0.19
8. H 0.13



The calculated energies rank the structures as follows, beginning with the most stable: <B>, <A>.



<A>
DFT (ωB97M-V/def2-TZVPD) results for a 2-piece molecular cluster, C3H2O4 overall.

Output
Frontier orbital gap   0.325 Eh
HOMO level   -0.312 hartree
SMILES   O=C=CO.O=C=O

The geometry in ORCA input format:
```
! RIJCOSX wB97M-V def2-TZVPD def2/J DEFGRID3
* xyz 0 1
O 1.700 -1.769 0.026
O 4.735 0.164 -0.672
O -0.993 -0.029 -0.547
O 3.007 0.596 0.779
C 1.011 -0.871 0.246
C 0.073 0.028 0.385
C 3.850 0.446 0.015
H 0.296 0.875 1.006
H -0.882 -0.689 -1.296
*
```

Löwdin atomic charge list, values in e, 8 entries:
1. O 0.18
2. O 0.23
3. O -0.05
4. O 0.20
5. C -0.23
6. C -0.16
7. C -0.41
8. H 0.11



<B>
DFT (ωB97M-V/def2-TZVPD) results for C3H2O4 in the gas phase.

Output
Frontier orbital gap   0.326 Eh
HOMO level   -0.354 hartree
SMILES   O[C@H]1O[C@]23O[C@]12O3

The geometry in ORCA input format:
```
! RIJCOSX wB97M-V def2-TZVPD def2/J DEFGRID3
* xyz 0 1
O -1.014 -0.064 -1.299
O -0.794 -0.264 1.531
O 0.388 1.137 0.188
O 1.213 -0.577 1.459
C 0.287 0.425 1.393
C 0.152 -0.024 -0.640
C 0.073 -0.934 0.623
H 0.937 -0.325 -1.244
H -1.241 0.625 -2.011
*
```

Löwdin atomic charge list, values in e, 8 entries:
1. O 0.06
2. O 0.18
3. O 0.07
4. O 0.15
5. C -0.39
6. C -0.35
7. C -0.04
8. H 0.14



The calculated energies rank the structures as follows, beginning with the most stable: <A>, <B>.



<A>
DFT (ωB97M-V/def2-TZVPD) results for a 9-piece molecular cluster, C28H78N7O11 overall.

Output
Frontier orbital gap   0.232 Eh
HOMO level   -0.155 hartree

The geometry in ORCA input format:
```
! RIJCOSX wB97M-V def2-TZVPD def2/J DEFGRID3
* xyz -1 1
O -2.860 -3.905 6.184
O -0.586 3.959 -6.707
O -8.729 0.383 -3.195
O 1.168 0.428 -0.896
O 8.011 2.952 -1.036
O -2.426 3.394 3.414
O -0.373 -0.806 -0.189
O 7.005 -5.833 -2.901
O 0.986 0.126 1.204
O 2.119 1.503 9.294
O -1.141 -4.180 -4.134
N -1.269 2.964 9.812
N 5.533 3.418 0.422
N 6.063 -2.414 -3.226
N 0.571 -0.069 0.055
N 1.244 4.286 -8.866
N -11.149 0.039 -6.110
N -1.998 -4.305 3.569
C 2.527 0.384 8.575
C -9.314 -0.129 -4.396
C 0.248 -4.772 4.264
C -0.949 4.801 -7.789
C 6.617 -3.509 -2.481
C 0.240 5.329 -8.684
C -3.635 3.471 2.689
C 0.719 1.712 9.198
C 6.627 2.512 2.475
C 5.450 -3.927 -1.491
C -3.270 -2.987 7.207
C -1.237 -4.747 4.727
C -2.410 -5.917 -5.104
C -1.537 -3.792 5.913
C -11.594 0.977 -3.904
C -1.625 -5.493 -3.847
C 7.916 -6.031 -1.818
C -1.837 3.443 -6.128
C 7.833 2.409 0.254
C 0.155 2.921 9.931
C 9.172 2.540 -1.751
C -4.687 2.588 3.311
C 0.594 3.027 11.430
C 6.836 3.225 1.119
C -7.652 -0.420 -2.594
C 7.148 -4.595 -3.480
C -0.163 5.786 -10.064
C -10.496 0.709 -4.925
H -5.652 2.504 2.811
H 5.783 -4.630 -0.728
H -6.838 -0.569 -3.303
H 7.548 1.359 0.184
H -1.163 -2.799 5.661
H -2.377 2.841 -6.858
H 7.582 2.393 2.987
H 0.605 6.112 -10.765
H 4.895 2.682 0.690
H 0.260 2.251 12.120
H 1.954 4.508 -9.549
H -1.745 -3.449 3.098
H -2.756 -2.940 8.167
H 4.534 -4.182 -2.025
H -0.795 -6.175 -3.665
H -3.022 -2.037 6.732
H 0.751 3.564 -9.373
H 6.101 1.559 2.411
H -1.506 -5.767 5.002
H -1.732 4.341 -8.391
H 0.554 3.802 9.429
H 0.566 -3.753 4.046
H -9.660 -1.113 -4.080
H -11.248 1.286 -2.918
H 0.422 1.772 8.151
H 9.298 1.460 -1.816
H -1.939 2.587 3.233
H -1.539 2.782 -5.314
H -1.608 3.827 10.211
H -0.768 4.979 -10.477
H 3.613 0.422 8.654
H -10.469 0.145 -6.850
H 2.271 0.359 7.516
H 7.948 -5.268 -1.040
H 0.278 0.759 9.490
H -2.284 -5.422 -2.982
H -8.018 -1.421 -2.368
H -0.964 -4.180 6.754
H 5.045 4.183 0.865
H 1.680 3.096 11.473
H -4.351 -3.084 7.304
H -7.229 -0.032 -1.667
H -11.091 -0.923 -5.807
H 8.211 -4.552 -3.720
H 6.627 -4.529 -4.434
H -2.562 4.183 -5.788
H -3.485 3.203 1.643
H 7.472 -3.237 -1.861
H -1.444 5.681 -7.380
H 6.632 -2.212 -4.035
H -12.270 0.131 -3.782
H -0.904 6.562 -9.874
H 5.064 -3.048 -0.975
H 2.143 -0.562 8.958
H -10.090 1.656 -5.279
H 5.218 -2.805 -3.617
H -1.916 -5.727 -6.057
H -4.300 1.580 3.457
H 0.857 -5.159 5.082
H 0.348 -5.345 3.342
H -3.235 -5.206 -5.161
H -1.654 3.060 8.883
H 10.074 2.896 -1.252
H 6.060 3.118 3.182
H -3.928 4.521 2.699
H -8.571 -0.302 -5.174
H 8.808 2.533 0.725
H 0.388 4.015 11.841
H 0.627 6.236 -8.219
H 7.323 4.179 1.323
H 9.061 2.840 -2.793
H -12.218 1.777 -4.303
H 8.908 -5.986 -2.268
H -4.943 2.939 4.311
H -2.759 -6.945 -5.016
H -1.250 -3.598 -3.379
H -2.938 -4.175 3.914
H 7.865 -7.007 -1.335
*
```

Löwdin atomic charge list, values in e, 8 entries:
1. O -0.19
2. O -0.17
3. O -0.21
4. O -0.09
5. O -0.19
6. O -0.08
7. O -0.10
8. O -0.19



<B>
DFT (ωB97M-V/def2-TZVPD) results for C28H78N7O11 as an isolated structure.

Output
Frontier orbital gap   0.202 Eh
HOMO level   -0.108 hartree

The geometry in ORCA input format:
```
! RIJCOSX wB97M-V def2-TZVPD def2/J DEFGRID3
* xyz -1 1
O 27.323 12.707 -11.922
O 31.117 10.801 -8.956
O 27.521 13.584 -9.823
O 26.842 17.140 -8.210
O 27.716 10.739 -5.566
O 25.808 15.904 -9.711
O 27.635 11.489 -9.863
O 29.742 13.775 -10.638
O 23.904 11.958 -9.078
O 26.017 7.374 -10.489
O 27.226 12.570 -8.045
N 22.142 11.213 -12.235
N 27.467 14.893 -11.872
N 27.971 14.434 -5.957
N 27.411 12.512 -9.248
N 26.846 14.419 -7.896
N 29.071 14.434 -7.802
N 27.845 10.337 -7.372
C 31.713 10.683 -10.194
C 26.044 15.045 -11.969
C 25.541 14.137 -13.040
C 29.746 12.936 -11.805
C 30.331 13.134 -9.534
C 29.851 10.175 -8.785
C 26.010 8.567 -9.672
C 21.725 10.414 -10.047
C 24.828 16.901 -9.500
C 27.362 12.096 -5.559
C 30.008 9.924 -6.194
C 26.493 11.816 -14.015
C 22.311 11.566 -10.850
C 25.744 15.235 -7.464
C 25.266 12.201 -8.614
C 31.045 13.473 -7.106
C 27.427 11.639 -12.852
C 25.374 14.851 -10.569
C 23.761 11.811 -10.465
C 27.094 18.511 -8.099
C 26.544 9.896 -5.434
C 26.258 9.807 -10.583
C 25.068 14.510 -6.294
C 26.291 16.583 -7.029
C 30.410 14.139 -8.335
C 29.322 10.552 -7.437
C 28.453 13.073 -5.830
C 29.573 13.043 -4.797
H 29.200 11.996 -11.722
H 29.950 12.038 -4.607
H 21.205 11.462 -12.515
H 28.734 15.095 -5.948
H 25.906 14.018 -10.108
H 26.349 19.080 -7.543
H 27.522 14.745 -5.107
H 27.781 15.132 -12.801
H 24.206 15.091 -5.968
H 26.502 10.894 -14.596
H 20.725 10.276 -10.459
H 29.171 13.450 -3.869
H 29.362 11.637 -7.344
H 27.090 16.435 -6.303
H 25.790 14.342 -5.495
H 25.030 17.582 -8.673
H 25.898 9.925 -6.311
H 25.112 8.616 -9.057
H 31.104 11.199 -10.936
H 28.684 13.574 -7.441
H 29.652 12.305 -9.337
H 28.471 11.572 -13.158
H 25.996 10.200 -4.542
H 25.601 9.711 -11.447
H 30.427 12.681 -6.682
H 26.715 12.237 -6.425
H 25.068 15.369 -8.309
H 25.991 10.713 -10.038
H 27.184 10.694 -12.367
H 25.174 12.770 -7.689
H 27.524 13.887 -11.811
H 27.242 14.138 -7.010
H 28.771 12.824 -6.842
H 25.689 11.241 -8.319
H 27.306 10.007 -10.806
H 21.586 10.601 -8.982
H 26.096 14.187 -13.976
H 24.313 14.617 -10.655
H 29.244 10.401 -9.661
H 22.316 9.515 -10.222
H 21.690 12.443 -10.670
H 26.810 12.330 -4.648
H 30.405 13.661 -5.134
H 31.275 12.614 -9.698
H 27.476 10.726 -6.516
H 29.971 9.100 -8.648
H 25.468 12.088 -13.762
H 23.868 16.396 -9.392
H 29.902 8.846 -6.318
H 22.030 10.225 -12.413
H 31.772 9.638 -10.497
H 27.216 18.883 -9.116
H 25.506 17.177 -6.561
H 27.206 12.381 -11.027
H 27.440 10.970 -8.046
H 29.569 10.207 -5.238
H 24.372 10.982 -10.822
H 27.999 18.716 -7.526
H 24.514 14.378 -13.315
H 30.777 15.106 -8.679
H 24.662 17.499 -10.396
H 30.753 12.754 -12.181
H 29.228 15.017 -6.992
H 24.721 13.542 -6.655
H 25.571 13.089 -12.743
H 26.902 12.598 -14.654
H 31.246 14.126 -6.257
H 31.056 10.219 -6.148
H 32.012 13.021 -7.325
H 25.252 6.842 -10.260
H 24.132 12.661 -11.038
H 26.448 13.531 -8.165
H 25.876 16.081 -12.260
H 26.757 8.550 -8.879
H 26.808 8.860 -5.223
H 29.261 13.480 -12.615
H 32.744 11.034 -10.251
H 25.911 12.856 -9.200
*
```

Löwdin atomic charge list, values in e, 8 entries:
1. O -0.18
2. O -0.23
3. O 0.01
4. O -0.23
5. O -0.19
6. O -0.23
7. O -0.10
8. O -0.13



The calculated energies rank the structures as follows, beginning with the most stable: <A>, <B>.



<A>
DFT (ωB97M-V/def2-TZVPD) results for a 2-piece molecular cluster, C2H3Cl2NO2 overall.

Output
Frontier orbital gap   0.369 Eh
HOMO level   -0.389 hartree
SMILES   C=C(Cl)[N+](=O)[O-].Cl

The geometry in ORCA input format:
```
! RIJCOSX wB97M-V def2-TZVPD def2/J DEFGRID3
* xyz 0 1
Cl 1.293 -0.778 3.891
Cl 0.798 -0.304 0.558
O -1.266 -0.653 -2.506
O -0.622 -1.963 -0.893
N -0.714 -0.917 -1.459
C -0.258 1.437 -1.216
C 0.011 0.214 -0.822
H -0.806 1.600 -2.174
H 1.249 -0.839 5.228
H 0.314 2.203 -0.606
*
```

Löwdin atomic charge list, values in e, 8 entries:
1. Cl 0.20
2. Cl 0.77
3. O 0.07
4. O 0.05
5. N -0.43
6. C 0.05
7. C -0.72
8. H 0.10



<B>
DFT (ωB97M-V/def2-TZVPD) results for a 2-piece molecular cluster, C2H3Cl2NO2 overall.

Output
Frontier orbital gap   0.395 Eh
HOMO level   -0.381 hartree
SMILES   ON=C(Cl)Cl.C=O

The geometry in ORCA input format:
```
! RIJCOSX wB97M-V def2-TZVPD def2/J DEFGRID3
* xyz 0 1
Cl 2.113 -1.482 0.778
Cl 1.409 1.349 0.710
O -1.099 -0.625 1.815
O 0.182 0.532 -1.837
N 0.763 -0.490 -1.157
C 1.290 -0.169 -0.098
C -1.438 -0.279 0.716
H -1.649 0.796 0.486
H -0.028 1.212 -1.186
H -1.543 -0.844 -0.226
*
```

Löwdin atomic charge list, values in e, 8 entries:
1. Cl 0.62
2. Cl 0.71
3. O 0.00
4. O -0.05
5. N -0.09
6. C -1.20
7. C -0.20
8. H 0.08



The calculated energies rank the structures as follows, beginning with the most stable: <B>, <A>.



<A>
DFT (ωB97M-V/def2-TZVPD) results for a 2-piece molecular cluster, C5H12BN overall.

Output
Frontier orbital gap (alpha / beta)   0.272 / 0.272 Eh
HOMO level (alpha / beta)   -0.279 / -0.279 hartree

The geometry in ORCA input format:
```
! RIJCOSX wB97M-V def2-TZVPD def2/J DEFGRID3
* xyz 0 1
N -1.335 -0.562 0.069
C -1.444 -1.577 1.095
C 1.000 2.949 -0.747
C -1.013 -1.195 -1.260
C 0.364 1.951 -0.062
C 2.156 -0.045 1.153
B 0.739 0.516 0.465
H 1.998 -0.897 1.770
H 2.705 -0.225 0.218
H -0.496 -2.225 -1.242
H 0.525 3.852 -1.113
H 2.547 0.814 1.668
H -0.483 -1.948 1.486
H -0.605 2.107 0.353
H -0.521 -0.450 -1.771
H -1.973 -1.109 1.926
H -1.978 -1.553 -1.667
H 2.087 2.792 -1.174
H -2.137 -2.436 0.842
*
```

Löwdin atomic charge list, values in e, 8 entries:
1. N -0.16
2. C -0.25
3. C 0.00
4. C -0.20
5. C -0.14
6. C -0.04
7. B 0.06
8. H 0.03



<B>
DFT (ωB97M-V/def2-TZVPD) results for C5H12BN in the gas phase.

Output
Frontier orbital gap (alpha / beta)   0.344 / 0.204 Eh
HOMO level (alpha / beta)   -0.328 / -0.217 hartree

The geometry in ORCA input format:
```
! RIJCOSX wB97M-V def2-TZVPD def2/J DEFGRID3
* xyz 0 1
N 1.111 -0.482 0.843
C 0.996 -1.668 0.116
C 1.266 0.740 0.096
C -0.244 -1.735 -0.832
C 0.173 1.806 0.387
C -1.206 1.382 -0.009
B -2.017 0.354 0.720
H 1.330 0.503 -1.028
H 2.138 1.204 0.494
H -1.114 -1.196 -0.391
H 0.836 -2.446 0.949
H -2.562 -0.387 1.405
H 0.245 1.991 1.492
H -1.732 2.315 -0.050
H 1.977 -2.007 -0.334
H 0.023 -1.303 -1.768
H -0.945 0.931 -1.028
H -0.707 -2.709 -0.861
H 0.433 2.706 -0.200
*
```

Löwdin atomic charge list, values in e, 8 entries:
1. N 0.02
2. C -0.32
3. C -0.27
4. C -0.10
5. C -0.22
6. C -0.27
7. B 0.12
8. H 0.13



The calculated energies rank the structures as follows, beginning with the most stable: <A>, <B>.



<A>
DFT (ωB97M-V/def2-TZVPD) results for a 2-piece molecular cluster, C3H10NO overall.

Output
Frontier orbital gap (alpha / beta)   0.228 / 0.398 Eh
HOMO level (alpha / beta)   -0.200 / -0.370 hartree
<S²>   0.75

The geometry in ORCA input format:
```
! RIJCOSX wB97M-V def2-TZVPD def2/J DEFGRID3
* xyz 0 2
O -2.024 -1.822 1.589
N 0.060 0.915 0.047
C 1.925 -0.482 -0.783
C 0.449 -0.287 -0.797
C -0.070 2.171 -0.400
H -2.701 -1.340 1.109
H 0.067 -0.097 -1.826
H 2.579 0.193 -1.365
H 2.121 -1.368 -1.484
H -2.205 -1.831 2.531
H 2.372 -0.611 0.181
H -0.006 -1.200 -0.380
H -0.474 2.938 0.299
H -0.061 0.559 0.977
H 0.146 2.367 -1.460
*
```

Löwdin atomic charge list, values in e, 8 entries:
1. O -0.06
2. N -0.14
3. C -0.13
4. C -0.26
5. C -0.12
6. H 0.04
7. H 0.12
8. H 0.07



<B>
DFT (ωB97M-V/def2-TZVPD) results for a 2-piece molecular cluster, C3H10NO overall.

Output
Frontier orbital gap (alpha / beta)   0.153 / 0.386 Eh
HOMO level (alpha / beta)   -0.122 / -0.364 hartree
<S²>   0.75

The geometry in ORCA input format:
```
! RIJCOSX wB97M-V def2-TZVPD def2/J DEFGRID3
* xyz 0 2
O 1.776 -2.372 -1.497
N -0.373 -1.234 0.102
C -0.790 1.062 0.934
C -0.122 0.210 0.172
C -0.635 2.547 0.681
H -1.439 3.132 1.108
H 0.546 0.553 -0.613
H 2.285 -3.065 -1.051
H -1.497 0.789 1.705
H 0.507 -1.751 -0.024
H -1.012 -1.438 -0.769
H -0.600 2.756 -0.393
H -0.852 -1.575 0.933
H 0.284 2.911 1.149
H 1.921 -2.523 -2.437
*
```

Löwdin atomic charge list, values in e, 8 entries:
1. O -0.13
2. N 0.02
3. C -0.18
4. C -0.26
5. C -0.11
6. H 0.06
7. H 0.11
8. H 0.04



The calculated energies rank the structures as follows, beginning with the most stable: <A>, <B>.